Density functional theory data (ωB97M-V/def2-TZVPD) for C56H61GeNO6P2SSe2Y as an isolated structure in a non-equilibrium geometry.

E = -290493.7517 eV
net charge = +1
energy above the lowest of the compared OMol25 structures with the same formula, charge and spin = 6.2758 eV
frontier orbital gap = 5.170 eV

Each line ends with the Mulliken charge.
CARTESIAN COORDINATES (ANGSTROEM)
Y  -0.3465  -0.0597  0.4377  -0.17
Se  -1.0375  0.5309  -2.5656  0.22
Se  -3.4013  0.3117  -2.5103  -0.06
Ge  -2.8825  1.1739  1.0824  1.58
S  1.4076  5.0076  2.6233  1.25
P  2.1862  -1.4677  -1.0668  1.83
P  2.4381  -0.1096  2.2799  2.69
O  -1.8545  -1.6515  -0.4471  -0.40
O  3.1852  -2.8070  1.3762  -0.31
O  2.8195  4.8523  2.7998  -0.58
O  0.6872  5.7167  3.6366  -0.69
O  -3.0578  -4.2776  -3.4696  -0.55
O  0.5107  1.7432  0.7790  1.67
N  0.6765  3.2780  2.6068  0.62
C  2.8899  -1.4196  4.7654  -0.44
C  -1.9346  -3.4629  -3.7427  -1.51
C  0.8790  5.2905  1.0240  0.40
C  3.8673  -1.3444  -0.3756  1.28
C  2.2042  -3.1827  -1.6718  1.30
C  3.2009  -3.6698  -2.5207  -0.96
C  0.0610  0.2006  3.5984  0.25
C  2.2458  0.9951  -2.2335  0.03
C  0.2051  2.9881  1.2313  -0.35
C  2.3268  -0.7811  -3.8497  -1.19
C  0.2584  4.1505  -0.9943  -0.39
C  -2.1794  -2.6417  -1.4442  -1.61
C  2.2737  -0.3717  -2.5199  0.70
C  2.2107  -5.8597  -2.4468  -0.65
C  4.8761  -0.5869  -0.9756  -0.69
C  1.3719  2.2823  3.4683  -1.14
C  5.9770  2.7805  1.8353  -0.92
C  -6.8833  -0.6572  0.9062  -0.47
C  0.4109  4.1038  0.4205  -0.18
C  2.2948  1.9339  -3.2523  -0.61
C  5.4761  -2.0647  1.2846  -0.66
C  -1.0245  2.2157  4.3644  -1.42
C  6.1575  -0.5553  -0.4517  -0.84
C  1.1158  6.4788  0.3318  -0.82
C  3.8464  1.0215  2.1419  0.81
C  6.0743  1.7231  2.7267  -0.85
C  -1.0487  0.8845  4.2228  -0.83
C  6.4602  -1.3077  0.6734  -0.84
C  3.1459  -2.7098  2.7611  -1.08
C  2.3605  0.1604  -4.8694  -0.64
C  3.3117  -3.7796  4.8925  -0.63
C  4.8164  2.9630  1.0983  -1.01
C  -3.3338  2.6653  -0.1961  -0.85
C  2.8927  -1.4744  3.3726  0.19
C  1.2487  -4.0637  -1.1812  -0.45
C  -4.7516  4.0591  1.3956  0.06
C  -2.0762  -2.1808  -2.9053  1.89
C  -5.6497  0.1377  0.4894  0.47
C  -3.2917  -1.4112  -3.4024  -1.13
C  3.3405  -3.8592  3.5094  -0.37
C  2.3523  1.5161  -4.5742  -1.11
C  0.4691  5.3221  -1.6675  -1.22
C  -4.8745  5.3799  2.1415  -1.53
C  -0.8244  -1.3457  -3.1491  0.12
C  0.8760  6.5115  -1.0204  -0.94
C  -7.9527  -0.6750  -0.1756  -1.30
C  3.1962  -4.9968  -2.9140  -0.85
C  0.1743  2.9796  4.0038  0.02
C  -3.5146  4.0088  0.5089  -0.54
C  3.1012  -2.5591  5.5223  -0.78
C  3.7563  2.0839  1.2410  0.61
C  1.1929  0.8325  3.2020  -0.54
C  4.1884  -2.0626  0.7704  -0.25
C  5.0111  0.8466  2.8843  -0.91
C  1.2438  -5.3972  -1.5695  -0.78
C  -4.5811  0.2118  1.5716  -1.44
H  6.9761  1.5824  3.3082  0.45
H  7.4614  -1.3014  1.0829  0.46
H  -4.9440  6.2200  1.4477  0.36
H  -3.0302  -5.0641  -4.0255  0.37
H  1.0046  7.4219  -1.5862  0.40
H  -0.5852  -1.3053  -4.2109  0.79
H  -1.8844  -3.1923  -4.8033  0.55
H  -6.5874  -1.6819  1.1552  0.32
H  3.5236  -4.7921  2.9931  0.53
H  -4.7260  3.2330  2.1143  0.03
H  0.5285  -3.7165  -0.4505  0.53
H  -4.3293  -0.8054  1.8953  0.48
H  2.2722  2.9874  -3.0036  0.60
H  5.0857  0.0253  3.5866  0.43
H  4.6578  -0.0086  -1.8623  0.51
H  -7.5638  -1.1024  -1.1033  0.25
H  -3.1728  -3.0361  -1.2349  0.56
H  0.3204  5.3383  -2.7411  0.48
H  -5.2406  -0.3087  -0.4276  -0.27
H  -0.0519  3.2589  -1.5266  0.91
H  2.3273  -1.8341  -4.0995  0.47
H  0.5000  -6.0744  -1.1701  0.50
H  -3.5848  4.8152  -0.2308  0.73
H  0.3435  3.8640  4.6067  0.69
H  -1.8323  2.7547  4.8373  0.44
H  3.0925  -2.4992  6.6018  0.47
H  -4.9993  0.7049  2.4537  0.67
H  -2.5313  2.7712  -0.9376  -0.04
H  -2.6462  -1.1033  -0.2648  -0.45
H  -3.2370  -1.2756  -4.4822  0.42
H  1.4804  7.3528  0.8570  0.52
H  -5.7557  5.4062  2.7834  0.42
H  2.3727  2.6019  3.7421  0.50
H  3.9912  -3.0105  -2.8598  0.49
H  -1.9005  0.3052  4.5513  0.45
H  -2.6002  2.0433  2.3284  -0.69
H  -7.2903  -0.2340  1.8293  0.36
H  3.4664  -4.6727  5.4829  0.43
H  2.4003  -0.1684  -5.8997  0.47
H  -4.2449  2.4165  -0.7504  0.77
H  -1.4625  -3.4458  -1.2921  0.13
H  -2.6224  4.2238  1.1071  -0.23
H  2.3842  2.2442  -5.3737  0.40
H  2.1840  1.3431  -1.2063  -0.02
H  0.0311  -1.7651  -2.6232  -1.31
H  -5.6423  3.8936  0.7794  0.33
H  2.6942  -0.4762  5.2609  0.51
H  5.6947  -2.6471  2.1705  0.58
H  4.7247  3.8021  0.4211  0.56
H  0.0251  -0.8863  3.5111  0.78
H  -1.0010  -3.9731  -3.4713  0.36
H  -8.8225  -1.2641  0.1161  0.40
H  6.8045  3.4686  1.7238  0.45
H  3.9691  -5.3633  -3.5764  0.45
H  6.9166  0.0497  -0.9282  0.47
H  -8.2984  0.3349  -0.4037  0.32
H  -5.9588  1.1472  0.1991  0.17
H  -4.2166  -1.9387  -3.1679  0.63
H  2.2137  -6.8979  -2.7508  0.44
H  -3.9981  5.5523  2.7702  0.29
H  2.8488  2.2344  0.6690  -0.58